[1]
{
  "formula": "C6H65N2O28P",
  "method": "ωB97M-V with the def2-TZVPD basis set",
  "largest_force_ev_per_a": 3.86,
  "e_homo_ev": -7.954,
  "homo_lumo_gap_ha": 0.2806,
  "elements": ["C", "P", "C", "C", "C", "N", "C", "C", "N", "H", "H", "H", "H", "H", "H", "H", "H", "H", "O", "H", "H", "O", "H", "H", "O", "H", "H", "O", "H", "H", "O", "H", "H", "O", "H", "H", "O", "H", "H", "O", "H", "H", "O", "H", "H", "O", "H", "H", "O", "H", "H", "O", "H", "H", "O", "H", "H", "O", "H", "H", "O", "H", "H", "O", "H", "H", "O", "H", "H", "O", "H", "H", "O", "H", "H", "O", "H", "H", "O", "H", "H", "O", "H", "H", "O", "H", "H", "O", "H", "H", "O", "H", "H", "O", "H", "H", "O", "H", "H", "O", "H", "H"],
  "xyz": [[1.7342, -0.1844, 0.0531], [0.8517, 0.1372, -1.5150], [1.0125, 1.8606, -2.0517], [-0.9321, -0.3981, -1.3835], [-1.0899, -1.5689, -2.2021], [-1.2384, -2.5270, -2.8678], [-2.0206, 0.6312, -1.8000], [-3.0611, 0.6709, -0.8077], [-3.9429, 0.7942, -0.0424], [2.6421, -0.6854, -0.2287], [1.2117, -0.8697, 0.6958], [2.0020, 0.7144, 0.5848], [0.6192, 2.6229, -1.3908], [0.5597, 1.9466, -3.0215], [2.0737, 2.0081, -2.1318], [-1.1620, -0.7237, -0.3765], [-2.5120, 0.3285, -2.7094], [-1.6859, 1.6528, -1.9203], [4.2072, 2.3582, -1.4430], [5.0327, 2.1427, -0.9966], [4.0316, 3.2764, -1.1922], [1.4788, -2.4046, -4.6929], [1.3935, -1.8887, -5.4989], [0.5869, -2.4114, -4.3187], [-0.2612, -1.5442, 2.6780], [-0.7760, -1.2258, 3.4301], [-0.7566, -2.3038, 2.3493], [-2.0940, -3.9806, -0.2606], [-2.1270, -3.4730, -1.0833], [-3.0076, -3.9910, 0.0600], [-7.3556, 1.4030, 0.4673], [-7.4452, 1.1029, 1.3765], [-6.4178, 1.3012, 0.2768], [2.5661, -1.5300, 3.5763], [1.6198, -1.5430, 3.3816], [2.7931, -2.4609, 3.6638], [-1.5556, 3.6945, -2.4745], [-2.5083, 3.7419, -2.6023], [-1.3031, 4.6079, -2.3094], [2.5866, -1.4434, 6.8375], [2.3627, -1.4784, 5.8980], [3.2034, -0.7078, 6.9089], [-0.4839, 1.3562, 1.9703], [-1.4293, 1.3532, 1.7798], [-0.2485, 0.4220, 2.0556], [-9.7012, 3.6556, 0.6456], [-10.2126, 3.3404, -0.1034], [-8.9860, 3.0167, 0.7290], [6.3130, 2.6930, -3.2384], [6.4271, 3.2246, -4.0259], [5.3563, 2.6014, -3.1521], [-1.2038, -6.1044, -2.1050], [-1.4032, -5.4525, -1.4168], [-2.0361, -6.5642, -2.2367], [-2.8977, 3.0190, 2.3204], [-3.1163, 3.0284, 1.3807], [-2.2668, 3.7385, 2.4196], [3.1641, 4.9073, -0.2718], [2.2447, 4.9813, -0.5477], [3.4473, 5.8122, -0.1142], [-0.1108, 4.9644, 1.8400], [0.7075, 5.4213, 2.0518], [0.0653, 4.0455, 2.0841], [-4.5019, -3.6683, -2.8802], [-4.9040, -3.6554, -3.7526], [-3.7819, -3.0321, -2.9408], [7.0195, -0.3443, -2.4254], [6.6014, 0.5003, -2.6278], [6.7262, -0.9323, -3.1307], [-3.7556, 4.7755, -0.3252], [-4.2071, 5.3500, 0.3072], [-4.4591, 4.2261, -0.6827], [2.2350, -4.0232, 5.4714], [1.9902, -4.2129, 6.3801], [3.1908, -4.1550, 5.4582], [4.3711, -3.0520, -5.1292], [3.4162, -2.9659, -5.0220], [4.5229, -3.9999, -5.0389], [-5.7857, 5.5249, 2.1271], [-6.3084, 5.8776, 2.8517], [-6.3043, 4.7775, 1.8198], [4.5199, 3.4076, -5.1520], [4.0793, 4.2393, -5.3510], [4.2515, 2.8167, -5.8624], [-6.3459, 4.7896, 4.7372], [-6.3116, 3.8525, 4.9452], [-5.4280, 5.0738, 4.7879], [1.7666, -7.0990, -2.8407], [0.8088, -6.9793, -2.7983], [1.8934, -8.0450, -2.7284], [5.4208, -4.7262, 6.1155], [6.2186, -4.2287, 6.3137], [5.6344, -5.6319, 6.3548], [-4.5045, -3.4268, 1.4397], [-5.4536, -3.2994, 1.3526], [-4.1461, -2.5345, 1.4798], [5.1059, 0.7577, 6.3066], [4.8761, 0.7241, 5.3723], [5.7223, 1.4909, 6.3758], [3.7947, -6.0755, -4.8152], [3.4529, -6.6677, -5.4881], [3.6340, -6.5414, -3.9860]],
  "forces_ev_per_angstrom": [[-0.3, 0.5, -0.2], [1.4, -1.4, -1.5], [-0.7, 0.1, 1.1], [-0.4, 1.0, 0.5], [-0.2, -2.9, -2.0], [0.2, 2.4, 1.6], [0.0, -0.3, 0.3], [-3.0, 0.8, 2.3], [2.1, -0.4, -1.8], [0.4, -0.2, -0.2], [-0.4, -0.2, 0.3], [-0.1, 0.3, 0.3], [-0.2, 0.2, 0.2], [-0.2, 0.1, -0.5], [0.6, -0.1, -0.2], [0.2, 0.0, 0.5], [0.0, -0.1, -0.6], [0.5, 0.2, -0.1], [-0.1, 0.0, 0.0], [0.0, -0.1, 0.0], [0.0, 0.0, 0.1], [-0.2, 0.1, -0.1], [0.0, 0.1, -0.1], [0.2, -0.2, 0.1], [-0.3, 0.2, 0.1], [0.0, 0.0, 0.1], [0.1, -0.1, -0.1], [0.0, 0.3, 0.0], [0.1, -0.1, 0.0], [-0.1, -0.1, 0.1], [-0.2, 0.1, 0.1], [0.0, -0.1, 0.0], [0.2, 0.0, -0.1], [0.0, 0.2, 0.1], [0.0, -0.1, -0.1], [0.0, -0.1, 0.1], [-0.1, 0.0, -0.2], [0.0, 0.1, 0.1], [0.0, 0.0, 0.2], [-0.1, 0.2, 0.0], [0.1, -0.1, 0.0], [0.1, 0.1, 0.0], [0.1, -0.2, -0.2], [-0.1, 0.3, 0.3], [0.1, 0.1, -0.1], [0.0, 0.0, 0.1], [0.0, 0.0, -0.1], [0.2, -0.1, -0.1], [0.3, -0.2, 0.4], [0.0, 0.0, -0.2], [-0.1, 0.1, 0.0], [0.1, -0.2, -0.1], [0.1, 0.0, 0.1], [-0.1, 0.0, -0.1], [0.0, -0.3, -0.1], [-0.1, 0.2, 0.0], [0.0, 0.2, 0.0], [-0.1, 0.0, 0.0], [-0.1, -0.1, 0.0], [0.1, 0.0, 0.0], [0.0, -0.2, 0.0], [0.0, 0.1, 0.1], [0.0, -0.1, -0.1], [0.0, 0.1, 0.1], [0.0, -0.1, -0.1], [0.2, -0.1, -0.1], [-0.1, -0.1, 0.0], [0.2, 0.2, -0.2], [0.0, 0.0, 0.1], [0.0, -0.1, -0.1], [0.0, 0.0, 0.2], [-0.1, 0.0, 0.0], [0.0, -0.2, -0.4], [0.0, 0.2, 0.1], [0.1, 0.0, 0.2], [0.1, 0.1, -0.1], [0.0, 0.0, 0.2], [-0.1, -0.1, 0.0], [0.2, 0.2, -0.6], [-0.1, -0.1, 0.1], [-0.1, -0.1, 0.1], [-0.2, 0.2, -0.2], [0.0, 0.0, 0.0], [0.0, -0.1, 0.0], [-0.1, 0.1, 0.3], [-0.1, -0.1, 0.0], [0.1, 0.0, -0.1], [0.1, -0.3, -0.1], [-0.1, 0.3, 0.1], [0.0, -0.1, 0.1], [-0.1, 0.0, 0.0], [0.0, 0.1, 0.0], [0.0, -0.1, 0.0], [0.2, 0.1, 0.0], [-0.1, -0.1, -0.1], [0.0, 0.1, 0.0], [-0.1, 0.0, -0.1], [0.0, -0.1, 0.0], [0.0, 0.0, 0.1], [0.4, 0.0, 0.0], [-0.1, 0.0, -0.1], [-0.3, 0.2, 0.0]]
}

***

[2]
{
  "formula": "C4H5ClFN",
  "method": "ωB97M-V with the def2-TZVPD basis set",
  "largest_force_ev_per_a": 0.74,
  "e_above_lowest_kcal_mol": 56.3,
  "e_homo_ev": [-8.628, -8.181],
  "homo_lumo_gap_ha": [0.3156, 0.2794],
  "elements": ["C", "C", "C", "C", "N", "F", "Cl", "H", "H", "H", "H", "H"],
  "xyz": [[-0.6047, -0.0328, 0.5534], [0.3900, 1.0750, 0.1852], [-0.9423, -0.7225, -0.6433], [1.3146, 0.2834, -0.6552], [-0.8194, -0.3247, 1.7701], [-1.6549, -1.8615, -0.5765], [2.5008, -0.6796, 0.0479], [-0.0842, 1.8794, -0.3712], [0.8383, 1.4561, 1.0983], [-1.0172, -0.2563, -1.6113], [1.3716, 0.3955, -1.7237], [-1.2927, -1.2121, 1.9264]],
  "forces_ev_per_angstrom": [[0.2, 0.3, 0.0], [-0.3, -0.2, 0.1], [-0.2, -0.4, -0.2], [-0.6, 0.0, -0.4], [0.1, -0.1, 0.6], [0.3, 0.3, 0.1], [0.4, -0.2, 0.3], [0.1, 0.1, -0.1], [0.0, 0.1, 0.0], [0.0, 0.1, -0.1], [0.2, 0.0, -0.1], [-0.1, 0.0, -0.3]]
}

***

[3]
{
  "formula": "C3H6N2S2",
  "method": "ωB97M-V with the def2-TZVPD basis set",
  "largest_force_ev_per_a": 2.40,
  "e_above_lowest_kcal_mol": 48.5,
  "e_homo_ev": -8.499,
  "smiles": "CC(=S)S/C=N/N",
  "homo_lumo_gap_ha": 0.3079,
  "elements": ["C", "C", "C", "H", "H", "H", "H", "H", "H", "N", "N", "S", "S"],
  "xyz": [[1.3799, 1.0894, 0.5120], [1.9427, -0.2635, 0.0023], [-0.7024, -1.1198, 0.1883], [1.9897, 1.8967, 0.0934], [0.3593, 1.2833, 0.1788], [1.4292, 1.2242, 1.5925], [-1.3080, -1.7428, 0.8582], [-3.0686, -0.6953, -0.2820], [-2.7938, 0.5051, -1.4244], [-1.1677, -0.1567, -0.5448], [-2.4908, 0.0568, -0.5734], [3.4504, -0.3722, -0.6274], [0.9803, -1.7053, 0.0266]],
  "forces_ev_per_angstrom": [[0.4, 0.0, -0.7], [0.3, 1.4, -0.1], [-0.4, 0.9, -0.8], [0.1, -0.3, 0.0], [0.2, -0.3, 0.2], [0.0, -0.5, 0.1], [-0.1, 0.1, -0.3], [-0.6, -0.7, 0.3], [0.2, 0.0, 0.1], [1.1, -2.1, 0.4], [-0.1, 1.0, 0.1], [-0.4, -0.1, 0.4], [-0.5, 0.6, 0.3]]
}

***

[4]
{
  "formula": "C2H5N3O",
  "method": "ωB97M-V with the def2-TZVPD basis set",
  "largest_force_ev_per_a": 4.48,
  "e_above_lowest_kcal_mol": 103.2,
  "e_homo_ev": -9.338,
  "homo_lumo_gap_ha": 0.3459,
  "elements": ["C", "C", "N", "N", "N", "O", "H", "H", "H", "H", "H"],
  "xyz": [[-2.6418, 0.5108, 0.1703], [-0.5012, -0.7827, 0.5857], [-3.6080, 0.4245, -0.4670], [1.6774, 0.5049, -0.3828], [-1.3774, 0.3657, 0.6610], [-0.7600, -1.5471, -0.4318], [0.9973, -0.1178, 0.4690], [1.4921, 1.5118, -0.2004], [2.7108, 0.4929, -0.3224], [-1.1125, 1.0515, 1.3814], [-1.4970, -1.2978, -1.0746]],
  "forces_ev_per_angstrom": [[0.5, -0.9, -1.4], [-1.8, 1.4, -1.1], [0.5, 0.2, 0.8], [-1.6, -0.1, 2.1], [0.4, -0.1, 1.3], [-0.9, 0.0, -0.2], [3.2, 1.9, -2.5], [-0.2, -0.9, -0.1], [-0.9, -0.8, 0.5], [-0.2, -0.7, -0.5], [0.8, 0.0, 1.1]]
}

***

[5]
{
  "formula": "C3H7N2OS",
  "method": "ωB97M-V with the def2-TZVPD basis set",
  "largest_force_ev_per_a": 4.36,
  "e_above_lowest_kcal_mol": 103.2,
  "e_homo_ev": -12.992,
  "charge": 1,
  "homo_lumo_gap_ha": 0.3363,
  "elements": ["C", "C", "C", "N", "N", "O", "S", "H", "H", "H", "H", "H", "H", "H"],
  "xyz": [[0.8872, 0.8702, -1.1087], [1.4127, 0.6430, 1.0945], [-0.6408, -0.0933, 0.1479], [1.7225, 1.0665, -0.2658], [-0.8574, -1.5274, -0.3078], [0.2388, -0.0305, 1.1859], [-2.0703, 0.9221, 0.3517], [0.7433, 1.1215, -2.1559], [2.3597, -0.0123, 1.3070], [1.2507, 1.5899, 1.7894], [-1.9524, -1.7659, -0.2712], [-0.3173, -2.1167, 0.4619], [-0.4528, -1.6392, -1.2530], [-2.3239, 0.9722, -0.9759]],
  "forces_ev_per_angstrom": [[-2.6, -1.3, 0.5], [3.6, 2.2, 1.0], [3.1, 2.3, -1.9], [-0.1, 0.6, 0.7], [-1.2, -1.1, 2.3], [-2.9, -2.6, -0.2], [-0.4, -0.4, -0.2], [0.1, -0.1, 0.1], [-2.0, 1.1, 0.6], [1.2, -1.8, -1.5], [2.9, 0.4, -0.2], [-1.3, 1.0, -2.1], [-0.4, -0.3, 0.7], [0.0, 0.1, 0.3]]
}

***

[6]
{
  "formula": "C9H10CoF6N7O5S2",
  "method": "ωB97M-V with the def2-TZVPD basis set",
  "largest_force_ev_per_a": 1.98,
  "e_above_lowest_kcal_mol": 47.0,
  "s_squared": 6.01,
  "e_homo_ev": [-16.798, -16.776],
  "charge": 2,
  "spin_multiplicity": 5,
  "homo_lumo_gap_ha": [0.3750, 0.2035],
  "elements": ["Co", "O", "C", "C", "C", "C", "C", "C", "N", "H", "H", "H", "H", "H", "H", "H", "F", "C", "F", "F", "S", "O", "O", "N", "S", "O", "O", "C", "F", "F", "F", "N", "N", "N", "C", "N", "N", "H", "H", "H"],
  "xyz": [[0.0473, 0.0739, 0.4744], [-1.7982, 0.8071, -0.1892], [-1.6558, 2.1381, -0.7206], [-0.3131, 2.2226, -1.3791], [0.0358, 3.2612, -2.2226], [1.2921, 3.2569, -2.8057], [2.1675, 2.2041, -2.5546], [1.7662, 1.2107, -1.6894], [0.5545, 1.2340, -1.1149], [-2.5646, 0.7865, 0.4029], [-1.7225, 2.8793, 0.0810], [-2.4438, 2.3292, -1.4491], [-0.6739, 4.0540, -2.4192], [1.5896, 4.0659, -3.4598], [3.1443, 2.1538, -3.0129], [2.4165, 0.3818, -1.4430], [-0.4418, -0.5455, 4.4704], [0.7936, -0.1735, 4.1669], [1.4198, 0.2442, 5.2170], [1.4340, -1.2030, 3.5977], [0.6303, 1.1543, 2.8220], [1.5477, 0.7311, 1.7249], [-0.7127, 0.9022, 2.2604], [0.7960, 2.5958, 3.3149], [2.3811, 3.0111, 3.4746], [3.1104, 1.8014, 3.7052], [2.5723, 4.1817, 4.2301], [2.7635, 3.5331, 1.6597], [3.6995, 2.7397, 1.1472], [3.1746, 4.7811, 1.6357], [1.6611, 3.4467, 0.8712], [-0.0077, -4.3926, 2.3506], [0.5259, -3.4506, 1.5995], [1.7915, -3.5158, 1.2054], [1.9479, -2.4103, 0.5261], [0.7876, -1.7150, 0.5034], [-0.1187, -2.4028, 1.2085], [0.5409, -5.2277, 2.4884], [-0.9952, -4.3543, 2.5425], [2.8715, -2.1175, 0.0547]],
  "forces_ev_per_angstrom": [[0.2, 1.2, 0.4], [0.4, -0.2, 0.1], [0.0, 0.4, -0.2], [0.1, 0.0, -0.2], [-0.1, 0.0, 0.0], [0.0, 0.0, 0.0], [-0.1, -0.1, 0.1], [0.3, 0.1, -0.1], [-0.3, -0.3, 0.8], [0.0, -0.1, 0.1], [0.0, -0.1, 0.1], [0.0, -0.1, 0.0], [0.0, 0.0, 0.0], [0.0, 0.0, 0.0], [0.0, 0.0, 0.0], [0.0, 0.0, 0.0], [0.2, 0.0, 0.0], [-0.2, -0.4, -0.1], [0.1, 0.2, 0.0], [-0.1, 0.1, 0.1], [0.4, 1.6, 1.1], [-0.1, -0.8, -1.2], [-0.5, -0.5, -0.8], [-0.5, -1.0, -0.1], [0.9, 0.1, -1.0], [0.2, 0.0, 0.1], [-0.4, 0.1, 0.3], [0.0, 0.1, 0.2], [-0.2, 0.1, 0.1], [0.0, -0.2, 0.1], [0.2, -0.1, 0.2], [0.0, -0.3, 0.5], [-0.2, 0.4, -0.3], [0.1, -0.3, 0.1], [-0.2, 0.3, 0.0], [-0.2, 0.2, -0.1], [0.0, -0.5, 0.2], [0.1, 0.0, -0.1], [-0.1, 0.1, -0.1], [0.0, 0.0, 0.0]]
}

***

[7]
{
  "formula": "C7H9ClN2O2S",
  "method": "ωB97M-V with the def2-TZVPD basis set",
  "largest_force_ev_per_a": 4.70,
  "e_above_lowest_kcal_mol": 120.5,
  "e_homo_ev": [-9.011, -8.386],
  "homo_lumo_gap_ha": [0.2410, 0.2523],
  "elements": ["C", "C", "C", "C", "C", "C", "C", "N", "N", "O", "O", "S", "Cl", "H", "H", "H", "H", "H", "H", "H", "H", "H"],
  "xyz": [[-2.4260, 0.4666, -1.3072], [-1.9624, -0.6816, -0.6650], [-0.0814, 0.6899, -2.0670], [-1.4961, 1.1850, -2.1579], [-0.6541, -1.0402, -0.6536], [2.5696, 0.5713, 2.4397], [1.3907, -0.1529, 1.8352], [0.2688, -0.3894, -1.4100], [-0.1348, -2.2196, -0.0996], [-0.8660, -3.0385, 0.4027], [1.0766, -2.2884, -0.1451], [-0.0326, 0.8406, 1.5793], [-1.2626, 2.8781, -1.4232], [-3.4430, 0.8513, -1.1800], [-2.6673, -1.3863, -0.0327], [0.5977, 1.2550, -2.6835], [-1.9767, 1.4920, -3.2192], [2.3347, 0.8430, 3.5049], [3.4685, -0.0252, 2.4360], [2.8193, 1.5110, 1.8903], [1.0189, -1.0378, 2.2997], [1.4581, -0.3241, 0.6562]],
  "forces_ev_per_angstrom": [[0.1, -1.9, 0.8], [-4.3, -0.6, 1.7], [-1.1, -2.0, -0.3], [-0.5, 1.8, -1.3], [0.8, 1.6, -2.6], [0.0, 0.9, 0.6], [-0.3, 0.9, -2.6], [0.3, 2.3, -0.8], [1.2, -0.5, 0.6], [-0.8, -0.4, 0.3], [0.4, -1.0, 0.2], [-0.8, 0.9, 0.3], [-0.2, 0.4, 0.1], [0.4, -0.4, -0.1], [1.3, 1.8, -1.3], [0.6, -0.2, 0.2], [1.5, -1.1, 2.2], [0.3, -0.2, -1.0], [0.3, -0.4, 0.1], [-0.5, -0.7, 0.4], [0.6, -0.9, 0.4], [0.8, -0.2, 2.2]]
}